Here is C30H37BrF6N8O11PS2Tl as an isolated structure in a non-equilibrium geometry from OMol25. Energies are from ωB97M-V/def2-TZVPD.

Atoms and positions in Å:
1 Tl 1.67612 -0.47279 -0.17217
2 O -1.02228 5.29081 0.73183
3 C -0.66818 4.75931 1.95083
4 C -1.08088 5.42301 3.10473
5 C -0.77478 4.94161 4.36473
6 C -0.02978 3.78011 4.47493
7 C 0.38962 3.12701 3.32993
8 C 0.08742 3.58681 2.05003
9 C 0.56162 2.65161 0.92143
10 O 0.13212 1.42001 1.11163
11 N 0.05362 3.16851 -0.39297
12 N 0.49262 2.60401 -1.47927
13 C -0.27118 2.54201 -2.51657
14 C 0.12032 1.93091 -3.73657
15 Br 1.81222 0.98021 -3.71417
16 C -0.64778 1.86461 -4.85277
17 C -1.86738 2.63171 -5.04307
18 C -1.90768 3.99341 -4.72157
19 C -3.05828 4.73371 -4.89917
20 C -4.20428 4.13601 -5.40307
21 C -4.17668 2.79181 -5.73847
22 C -3.02208 2.04941 -5.57677
23 H -1.46518 6.13341 0.88833
24 H -1.66218 6.33531 3.00213
25 H -1.11928 5.47361 5.24503
26 H 0.21742 3.38571 5.45133
27 H 0.96212 2.21441 3.39793
28 H 1.66982 2.74841 0.84513
29 H -0.94728 3.39721 -0.38427
30 H -1.30098 2.92611 -2.46877
31 H -0.35158 1.18901 -5.64307
32 H -1.00688 4.46101 -4.35237
33 H -3.06158 5.78671 -4.65097
34 H -5.11358 4.71081 -5.52027
35 H -5.06818 2.31941 -6.13087
36 H -3.01188 1.00061 -5.83887
37 C 3.82962 -4.42329 -0.62707
38 C 3.79272 -3.71749 0.67773
39 N 3.39892 -2.49829 0.94613
40 C 3.56392 -2.31819 2.29673
41 C 4.06782 -3.47779 2.86003
42 N 4.20182 -4.34169 1.81373
43 C 4.50022 -3.92279 4.23953
44 O 4.28762 -3.11429 5.18383
45 O 5.02552 -5.03579 4.30863
46 C 3.25642 -1.02989 2.94403
47 O 3.38712 -0.97359 4.24823
48 O 2.92142 -0.05059 2.29643
49 H 4.14662 -3.75899 -1.42517
50 H 2.83842 -4.78219 -0.90107
51 H 4.51132 -5.27339 -0.57427
52 H 4.56622 -5.27409 1.93573
53 H 3.75272 -1.88809 4.68353
54 C -0.34798 -0.35919 3.57473
55 N -1.38848 -1.27779 3.16053
56 C -2.21708 -1.77109 4.22233
57 P -1.71468 -1.37989 1.52533
58 O -0.51398 -1.65059 0.73053
59 N -2.81708 -2.66599 1.43143
60 C -2.48988 -3.78489 0.57933
61 C -4.22838 -2.42069 1.58463
62 N -2.67508 -0.05519 1.01883
63 C -2.72738 1.12311 1.86813
64 C -2.36328 0.28461 -0.35957
65 H 0.39472 -0.88139 4.18373
66 H -0.76698 0.46581 4.16533
67 H 0.13652 0.05011 2.68613
68 H -1.57728 -2.17429 5.01413
69 H -2.84788 -2.57219 3.84763
70 H -2.85028 -0.98639 4.66563
71 H -1.43498 -3.71909 0.31983
72 H -3.08228 -3.77099 -0.34497
73 H -2.68268 -4.72889 1.10513
74 H -4.37218 -1.47429 2.09913
75 H -4.69478 -3.22499 2.16763
76 H -4.73948 -2.36419 0.61453
77 H -3.00608 0.83311 2.87963
78 H -3.49528 1.79411 1.47243
79 H -1.75968 1.63311 1.88543
80 H -2.37488 -0.62349 -0.95867
81 H -1.36788 0.72871 -0.43387
82 H -3.12518 0.97521 -0.73107
83 F 0.49832 -2.15459 -5.00147
84 C 0.14002 -2.41999 -3.73807
85 F -0.75698 -3.42209 -3.81277
86 F -0.52268 -1.35069 -3.29597
87 S 1.56882 -3.00039 -2.61287
88 O 0.90822 -3.11189 -1.35117
89 O 1.95702 -4.21659 -3.26507
90 N 2.61182 -1.83899 -2.66827
91 S 3.92762 -1.90299 -3.52917
92 O 4.63762 -3.14599 -3.49417
93 O 3.85542 -1.25279 -4.80187
94 C 4.99802 -0.78529 -2.44407
95 F 6.09812 -0.37969 -3.10967
96 F 5.43582 -1.46559 -1.38437
97 F 4.38902 0.31021 -2.00597

Calculated values
**Electronic energy**: -188158.690 eV
**Largest force on an atom**: 2.028 eV/Å
**Orbital gap**: 6.7 eV
**Net charge**: -2
**HOMO energy**: -0.110 Ha

Here is C30H37F9FeN2O6SSi as an isolated structure from OMol25. Energies are from ωB97M-V/def2-TZVPD.

Atoms and positions in Å:
1 Fe 0.04434 -1.88629 -0.34988
2 O 1.91696 -1.72795 0.00703
3 C 2.69335 -1.78851 1.04483
4 C 4.08610 -1.93141 0.87480
5 C 4.93043 -1.94748 1.96190
6 C 4.43825 -1.82650 3.26466
7 C 3.07811 -1.70326 3.45097
8 C 2.19111 -1.68514 2.36818
9 C 0.77982 -1.53469 2.63341
10 N -0.12691 -1.48560 1.73101
11 N -1.42357 -1.32288 2.20767
12 C -2.25046 -1.68544 1.26395
13 O -1.88330 -2.12893 0.11873
14 C -3.70957 -1.56130 1.52431
15 C -4.59871 -1.68520 0.46249
16 C -5.96025 -1.52759 0.67467
17 C -6.44087 -1.25335 1.94711
18 C -5.55396 -1.13672 3.01048
19 C -4.19300 -1.28808 2.80102
20 H 4.46054 -2.02067 -0.13639
21 H 5.99734 -2.05131 1.80048
22 H 5.11206 -1.83522 4.11108
23 H 2.67058 -1.61299 4.45270
24 H 0.46046 -1.44305 3.67165
25 H -4.20310 -1.90335 -0.52028
26 H -6.64831 -1.62353 -0.15618
27 H -7.50474 -1.13288 2.11159
28 H -5.92589 -0.92763 4.00609
29 H -3.48586 -1.18946 3.61327
30 C -3.03315 2.70788 -1.82017
31 C -2.09767 2.84549 -0.62284
32 C -2.24994 4.21703 0.02397
33 C -2.38577 1.74879 0.39740
34 O -0.76495 2.77751 -1.15085
35 Si 0.41916 1.63687 -1.03091
36 S -0.33405 -0.14934 -1.82032
37 O 1.67948 2.25955 -1.87420
38 C 1.75200 2.91961 -3.13502
39 C 3.19782 2.77151 -3.59533
40 C 1.40417 4.39412 -2.94670
41 C 0.80647 2.27080 -4.13927
42 O 0.95591 1.45776 0.49846
43 C 1.77661 2.30927 1.31075
44 C 1.27461 2.13030 2.73845
45 C 3.22080 1.84391 1.17102
46 C 1.65755 3.77417 0.90076
47 H -4.07840 2.78684 -1.51235
48 H -2.87800 1.73573 -2.29021
49 H -2.82117 3.48868 -2.55330
50 H -3.28753 4.38265 0.32192
51 H -1.95496 5.00071 -0.67610
52 H -1.62554 4.29192 0.91485
53 H -3.40440 1.85597 0.77733
54 H -1.69559 1.79540 1.24208
55 H -2.29683 0.76380 -0.06123
56 H 3.87114 3.18948 -2.84523
57 H 3.35817 3.29290 -4.54147
58 H 3.44181 1.71689 -3.72725
59 H 2.08146 4.85077 -2.22244
60 H 0.38426 4.49810 -2.57774
61 H 1.49868 4.93053 -3.89382
62 H 1.00775 1.20255 -4.21877
63 H 0.93390 2.73275 -5.12111
64 H -0.23390 2.39725 -3.83266
65 H 1.24577 1.07170 2.99057
66 H 0.26527 2.53432 2.84151
67 H 1.92994 2.64420 3.44569
68 H 3.34506 0.83588 1.56438
69 H 3.89048 2.51522 1.71528
70 H 3.50349 1.84432 0.11731
71 H 0.61399 4.08226 0.85900
72 H 2.10700 3.94595 -0.07663
73 H 2.17052 4.39776 1.63659
74 F 2.37460 -4.75838 -2.10603
75 C 1.64173 -5.29426 -1.13219
76 F 1.79755 -6.62887 -1.20115
77 F 2.16143 -4.88736 0.03153
78 C 0.15351 -4.83615 -1.24510
79 O 0.12703 -3.50333 -1.34477
80 C -0.49408 -5.42809 -2.53704
81 F -0.62399 -6.76813 -2.48996
82 F -1.70702 -4.91634 -2.73708
83 F 0.24117 -5.13901 -3.61291
84 C -0.63624 -5.31858 0.01068
85 F -0.43423 -6.61985 0.28265
86 F -1.94709 -5.13891 -0.13694
87 F -0.25673 -4.61616 1.08561

Calculated values
**Multiplicity**: 6
**Energy relative to the best compared isomer or geometry (same formula, charge and spin)**: 0.0 kJ/mol
**Electronic energy**: -124544.725 eV
**Largest force on an atom**: 0.351 eV/Å
**Orbital gap (alpha / beta)**: 7.8 / 7.3 eV
**Net charge**: -1
**HOMO energy (alpha / beta)**: -0.190 / -0.193 Ha

Here is C30H37GeIrN5Te as an isolated structure in a non-equilibrium geometry from OMol25. Energies are from ωB97M-V/def2-TZVPD.

Atoms and positions in Å:
1 Ir -0.68991 0.26546 0.18211
2 C 2.46179 3.21738 2.30513
3 N 1.72640 2.26247 3.13662
4 C 1.96936 2.27471 4.58345
5 C 0.94396 1.34884 2.56695
6 N 0.68397 1.31904 1.28039
7 N 0.42155 0.38361 3.40624
8 C -0.58873 -0.51152 3.17614
9 N -0.91043 -1.28613 4.21248
10 N -1.19518 -0.60019 2.01879
11 H 2.87832 3.98765 2.94384
12 H 1.81063 3.71803 1.58667
13 H 3.28158 2.72545 1.77704
14 H 2.52811 3.16691 4.84190
15 H 2.57608 1.42135 4.90062
16 H 1.03281 2.31129 5.14254
17 H 1.13065 2.07788 0.78442
18 H 0.78681 0.38765 4.34551
19 H -0.47191 -1.20927 5.11632
20 H -1.66890 -1.94570 4.14161
21 H -1.93518 -1.28787 2.00151
22 C -5.80546 3.20340 -5.04821
23 C -4.95908 2.30677 -4.22852
24 C -4.23229 2.80677 -3.13273
25 C -3.49454 1.99088 -2.30916
26 C -2.77543 2.59317 -1.13751
27 C -3.46405 0.59631 -2.60532
28 Te -2.54135 -0.78960 -1.36657
29 C -4.16908 0.06351 -3.72753
30 C -4.16163 -1.40472 -4.04914
31 C -4.88761 0.93074 -4.51210
32 H -5.68191 4.24808 -4.77546
33 H -6.86054 2.93999 -4.91817
34 H -5.60184 3.07507 -6.11369
35 H -4.26567 3.86884 -2.92471
36 H -2.80005 3.67859 -1.19452
37 H -1.72701 2.27231 -1.11557
38 H -3.25063 2.29160 -0.20180
39 H -3.14322 -1.79289 -4.11258
40 H -4.65571 -1.60115 -4.99708
41 H -4.69646 -1.96509 -3.27708
42 H -5.43251 0.54257 -5.36360
43 C 1.81150 0.99700 -2.56777
44 Ge 0.90425 -0.43746 -1.54730
45 C 2.29240 -1.58571 -0.68963
46 C 2.39177 -1.75937 0.68631
47 C 3.41961 -2.53521 1.20890
48 C 4.32491 -3.15087 0.35735
49 C 4.22043 -2.98240 -1.01538
50 C 3.19150 -2.21231 -1.54361
51 C 0.10273 -1.77512 -2.77813
52 C 0.13055 -1.50896 -4.14281
53 C -0.36902 -2.42148 -5.07195
54 C -0.83869 -3.64959 -4.64417
55 C -0.89832 -3.97236 -3.27573
56 C -1.41899 -5.21419 -2.83997
57 C -1.49305 -5.52010 -1.50721
58 C -1.05292 -4.58644 -0.55651
59 C -0.52767 -3.37706 -0.95035
60 C -0.43584 -3.02494 -2.31315
61 H 2.40737 0.50616 -3.33654
62 H 2.48201 1.54731 -1.90970
63 H 1.12760 1.70433 -3.03464
64 H 1.66899 -1.29020 1.34519
65 H 3.51011 -2.66535 2.28015
66 H 5.10378 -3.78317 0.76197
67 H 4.92823 -3.45609 -1.68246
68 H 3.09987 -2.10926 -2.61976
69 H 0.53088 -0.56927 -4.50340
70 H -0.36731 -2.17168 -6.12446
71 H -1.15277 -4.39503 -5.36501
72 H -1.77300 -5.91903 -3.58215
73 H -1.87962 -6.47813 -1.18888
74 H -1.12538 -4.83107 0.49549
75 H -0.14511 -2.68895 -0.20422

Calculated values
**Energy relative to the best compared isomer or geometry (same formula, charge and spin)**: 220.7 kJ/mol
**Electronic energy**: -105783.438 eV
**Largest force on an atom**: 2.864 eV/Å
**Orbital gap (alpha / beta)**: 4.1 / 4.2 eV
**Net charge**: +3
**HOMO energy (alpha / beta)**: -0.574 / -0.573 Ha

Here is C30H37N5O5S3Zr as an isolated structure in a non-equilibrium geometry from OMol25. Energies are from ωB97M-V/def2-TZVPD.

Atoms and positions in Å:
1 Zr 0.56359 -0.50929 -0.77718
2 C -1.55968 -3.17771 -0.37552
3 O -0.58648 -2.30034 0.23282
4 C -0.05887 -2.68157 1.45206
5 C -0.21634 -3.93906 2.00597
6 C 0.34397 -4.19916 3.25024
7 C 1.05624 -3.21603 3.92477
8 C 1.23175 -1.96826 3.34886
9 C 0.68786 -1.70870 2.10207
10 N 0.88274 -0.46633 1.39000
11 N 1.59892 0.38192 2.00143
12 C 1.92941 1.60315 1.51374
13 C 1.46886 2.18232 0.30753
14 O 0.75858 1.49038 -0.54972
15 C 1.72945 3.54138 0.02351
16 C 2.48987 4.27621 0.88204
17 C 3.04126 3.73141 2.07449
18 C 3.84981 4.52627 2.91581
19 C 4.37787 3.99984 4.06166
20 C 4.10610 2.66063 4.39207
21 C 3.32071 1.87095 3.59046
22 C 2.76462 2.39185 2.40787
23 H -2.34355 -3.37865 0.35367
24 H -1.06590 -4.09420 -0.70023
25 H -1.95486 -2.63942 -1.23196
26 H -0.77911 -4.70523 1.49507
27 H 0.21755 -5.17722 3.69071
28 H 1.48334 -3.42217 4.89518
29 H 1.79405 -1.19698 3.85411
30 H 1.32484 3.96493 -0.88499
31 H 2.69359 5.31630 0.65670
32 H 4.04257 5.55507 2.64231
33 H 4.99637 4.60051 4.71207
34 H 4.52129 2.23887 5.29687
35 H 3.13182 0.84599 3.86920
36 C 5.30934 0.69435 -0.48491
37 N 4.42642 0.67715 -1.65968
38 C 4.84407 1.20144 -2.85290
39 C 4.04629 1.22972 -3.94096
40 C 2.72357 0.70269 -3.79993
41 N 2.32702 0.20257 -2.62913
42 C 3.17939 0.16467 -1.59848
43 O 2.73203 -0.34620 -0.52798
44 N 1.86426 0.68578 -4.81392
45 H 6.30184 0.38190 -0.79931
46 H 4.91964 -0.00177 0.25129
47 H 5.33492 1.70024 -0.06999
48 H 5.85551 1.58370 -2.86214
49 H 4.40488 1.63507 -4.87296
50 H 2.11103 1.05347 -5.71692
51 H 0.95567 0.26445 -4.67392
52 C -0.18076 -3.44985 -5.25176
53 O 0.68435 -3.49802 -4.09315
54 C 0.60059 -2.62294 -3.13470
55 S -0.52522 -1.31538 -3.16056
56 S 1.63011 -2.82827 -1.81901
57 H 0.37357 -3.95749 -6.03371
58 H -0.39693 -2.42075 -5.52744
59 H -1.09370 -3.98944 -5.00902
60 C -4.90051 3.23878 1.53098
61 C -4.75760 2.05316 0.58461
62 C -3.30716 1.57092 0.54746
63 S -2.96232 0.46565 -0.80496
64 O -1.49598 0.08702 -0.56356
65 C -2.92565 1.52782 -2.21890
66 C -1.88805 2.65166 -2.18066
67 C -0.93088 2.58040 -3.35839
68 H -5.93643 3.56524 1.59244
69 H -4.30405 4.08685 1.19404
70 H -4.57707 2.97919 2.53914
71 H -5.10464 2.33550 -0.41152
72 H -5.39484 1.23057 0.91237
73 H -3.07191 0.95398 1.41812
74 H -2.58101 2.38635 0.50653
75 H -3.96145 1.87484 -2.29517
76 H -2.78439 0.84421 -3.06124
77 H -1.32001 2.60220 -1.25008
78 H -2.40615 3.61129 -2.18009
79 H -0.29941 1.68641 -3.30123
80 H -0.27237 3.44815 -3.37744
81 H -1.46471 2.55443 -4.30875

Calculated values
**Energy relative to the best compared isomer or geometry (same formula, charge and spin)**: 17.2 kJ/mol
**Electronic energy**: -83176.761 eV
**Largest force on an atom**: 1.816 eV/Å
**Orbital gap**: 6.5 eV
**Net charge**: +2
**HOMO energy**: -0.469 Ha